Density functional theory data (ωB97M-V/def2-TZVPD) for C11H15GdN3S as an isolated structure at a distorted geometry.

Cartesian coordinates (Å):
C 2.64384 -2.02326 -0.32699
C 1.10876 -2.34502 -0.64634
C 0.11809 -2.01240 0.57048
C -0.70318 -0.70721 0.38086
C -2.12647 -0.74911 -0.19112
C -2.93621 0.48901 -0.37880
N -4.24358 0.54640 -0.93149
S -4.63191 2.21617 -0.88081
N -3.26809 2.96884 -0.24285
C -2.41578 1.88405 -0.00119
C -1.02093 1.90656 0.55582
C -0.18630 0.65306 0.73019
C 1.27558 0.87681 1.29065
C 2.30631 1.41531 0.17876
N 1.68761 1.80977 -1.08723
H 3.05449 -1.17719 -0.93822
H 3.24731 -2.94341 -0.56647
H 2.77021 -1.83665 0.78255
H 1.05835 -3.46540 -0.78926
H 0.77672 -1.90024 -1.62552
H -0.58331 -2.89584 0.64592
H 0.75009 -1.99196 1.50239
H -2.57670 -1.72325 -0.50008
H -0.56007 2.88944 0.85952
H 1.65726 -0.07067 1.77267
H 1.23725 1.63344 2.13097
H 3.07407 0.63138 -0.05614
H 2.80742 2.33208 0.60761
H 1.23336 1.03376 -1.58867
H 1.08885 2.64324 -1.01934
Gd -6.64306 -0.08772 -0.23784

Kohn-Sham gap (spin up / spin down) = 6.07 / 5.21 eV
Spin multiplicity = 8
Charge = +3

Density functional theory data (ωB97M-V/def2-TZVPD) for one molecule with the formula C6H11BO2 at a distorted geometry.

Cartesian coordinates (Å):
C 0.65321 3.71029 -0.07744
C 1.15332 2.47524 -0.23839
B 0.31987 1.24512 -0.15294
O -1.10085 1.09233 -0.06738
C -1.45558 -0.26737 -0.08468
C -0.21087 -1.06762 0.02623
C 0.05229 -2.16384 -1.02100
C 0.01488 -1.68315 1.33240
O 0.88986 -0.07073 -0.13250
H 1.18539 4.63649 -0.07089
H -0.34599 3.85024 0.26637
H 2.26803 2.18684 -0.31261
H -1.88520 -0.63631 -1.01793
H -2.19915 -0.34151 0.71969
H 0.89864 -2.79374 -0.90364
H 0.12915 -1.76105 -2.03693
H -0.82635 -2.77585 -1.00916
H 0.91926 -2.20012 1.27397
H -0.59052 -2.58738 1.49986
H 0.13059 -0.84788 2.00696

Structure (SMILES) = C=CB1OCC(C)(C)O1
Kohn-Sham gap = 10.76 eV
Spin multiplicity = 1
ΔE to the lowest compared entry with this formula, charge and spin = 28.95 kJ/mol

Density functional theory data (ωB97M-V/def2-TZVPD) for a 40-piece molecular cluster, H80O40 overall at a distorted geometry.

Cartesian coordinates (Å):
H 4.44696 0.06216 4.15973
H 3.06172 0.43490 4.56827
O 3.93118 0.26496 4.94779
H 2.47374 4.32115 4.09832
H 1.94478 3.01771 4.77907
O 2.53071 3.77167 4.88141
H -3.30040 -0.54669 -5.31493
H -3.07417 -0.20907 -3.79584
O -3.68490 -0.58363 -4.43657
H -4.66124 -2.33639 -2.37036
H -4.67862 -2.79906 -3.93106
O -4.99624 -2.92180 -3.03727
H 3.97212 -1.84922 0.88782
H 4.34575 -0.57947 0.31831
O 4.77710 -1.30661 0.78694
H -2.30274 0.65012 2.95136
O -1.94307 1.21282 2.24619
H -1.88849 -1.44232 3.23928
O -1.10254 -1.78464 3.71794
H -0.30630 0.36121 4.99196
H -0.65957 0.95662 3.70056
O 0.01164 1.06526 4.40794
H 6.09748 0.12506 -2.10965
H 4.73010 -0.02673 -1.70767
O 5.22030 0.38038 -2.43669
H 3.85563 3.46669 -4.20262
H 4.49748 1.80778 -3.95111
O 3.89185 2.53490 -4.04121
H -2.24276 -3.27875 -1.54394
H -3.42372 -2.44198 -0.85907
O -2.62327 -2.40520 -1.38620
H -1.89454 2.59447 0.02752
O -1.38672 3.41248 -0.07099
H 0.29524 -3.21046 -2.75071
H 0.86981 -4.34676 -2.12010
O -0.00075 -3.92508 -2.15247
H 0.57733 3.83261 -1.09004
H 1.31530 4.80977 -1.81019
O 0.65237 4.13359 -2.00975
H -1.07228 -3.11051 -4.73625
H -2.33058 -2.33233 -4.44816
O -2.03145 -3.19743 -4.75856
H -4.47941 2.37872 3.41029
H -4.55386 1.12897 2.53181
O -4.33951 2.06544 2.51168
H -3.05861 4.12017 1.73921
H -2.38401 5.19095 2.74419
O -2.28186 4.65260 1.95518
H 4.00564 -2.09507 -2.20256
H 3.40099 -1.19751 -3.28870
O 3.18993 -1.90534 -2.67006
H 0.55904 0.63506 0.80453
O 0.93291 1.20750 1.48337
H -5.37942 2.47187 -0.40897
H -3.95237 2.07284 -0.26970
O -4.52430 2.85506 -0.17985
H -2.13663 -5.84186 -0.62396
O -2.95643 -6.08685 -1.06354
H -3.31386 2.87867 -2.23773
H -2.07788 2.53509 -3.32980
O -2.91231 2.31560 -2.90559
H 1.07575 -2.43278 -5.43043
H 2.06077 -3.03618 -4.46339
O 1.13420 -3.08596 -4.72580
H -2.13336 1.43780 5.32095
H -3.56902 0.86073 5.23330
O -2.85488 1.24013 4.71064
H 4.16659 3.39761 2.08440
H 4.90952 3.08084 3.38416
O 4.89084 2.87677 2.44184
H -4.02169 -2.20530 2.47644
H -3.39837 -1.23260 1.60789
O -3.52448 -1.38210 2.55870
H 1.42216 -2.69333 0.63684
H 2.79124 -3.49219 0.89260
O 2.31130 -2.91009 0.30130
H -0.66784 3.51358 -4.88496
H -0.21757 3.16526 -3.57668
O -0.38944 2.70744 -4.42853
H 1.16636 2.09389 -1.68380
H 2.05179 1.82393 -2.95604
O 1.24405 1.57277 -2.48192
H 0.23755 4.96806 1.33426
H -0.44524 6.21360 0.67465
O 0.28925 5.59988 0.60117
H -0.32825 0.08153 -3.64704
H 0.37116 -0.83835 -2.67148
O 0.06415 -0.79981 -3.58541
H 1.28740 -5.31432 1.79011
O 1.97138 -4.86507 2.30513
H 5.05830 -2.75789 3.83188
H 5.43913 -2.90224 2.31099
O 4.77858 -3.10232 2.98026
H 0.20468 1.31461 2.10996
H -1.59999 2.02274 2.62906
H -3.60008 -5.54988 -0.58885
H -0.82226 -2.55948 3.23193
H -1.11385 3.54683 0.83891
H 2.81736 -5.17482 1.97005
O -2.65524 -3.83262 1.77371
H -1.77387 -3.48748 1.59690
H -2.73112 -4.68347 1.33609
O 1.35408 3.78988 2.34625
H 0.56327 3.32202 2.04850
H 1.97833 3.27796 1.81760
O -0.11908 -4.82393 0.39865
H 0.09981 -3.96895 0.01891
H -0.70946 -5.36849 -0.10847
O 1.44394 -0.49232 -0.82636
H 1.86172 -1.06139 -1.49146
H 1.13224 0.37373 -1.16578
O -0.12532 -1.98509 0.64913
H 0.40995 -1.26709 1.01113
H -0.11373 -1.71958 -0.28163
O 3.00515 3.47464 -0.20071
H 3.90492 3.26118 0.05915
H 2.47931 2.70888 0.07227
O -3.28699 0.26071 -0.82501
H -3.44292 0.19224 -1.78326
H -2.57304 -0.40267 -0.96063

Kohn-Sham gap = 10.21 eV
Spin multiplicity = 1
ΔE to the lowest compared entry with this formula, charge and spin = 753.41 kJ/mol

Density functional theory data (ωB97M-V/def2-TZVPD) for one molecule with the formula C23H23NO.

Cartesian coordinates (Å):
C 0.53475 -2.61521 -2.49794
C -0.03732 -1.32346 -1.92252
N 0.99686 -0.61962 -1.17938
C 1.36676 0.65281 -1.45324
O 0.88517 1.29763 -2.36481
C 2.43995 1.16442 -0.54521
C 3.56170 0.39835 -0.33441
C 4.60600 0.85590 0.47992
C 4.51697 2.07579 1.08883
C 3.38358 2.89334 0.90078
C 3.27528 4.15551 1.52183
C 2.17321 4.93879 1.32740
C 1.12952 4.49297 0.50238
C 1.20085 3.27393 -0.11188
C 2.32675 2.44210 0.06426
C -1.24768 -1.49854 -1.02970
C -1.95285 -0.35699 -0.65859
C -3.04223 -0.45255 0.18031
C -3.46659 -1.68210 0.67460
C -2.76982 -2.82837 0.30766
C -1.66607 -2.72058 -0.53301
C -3.15868 -4.18811 0.82337
C -4.58292 -4.21710 1.36580
C -4.78028 -3.05275 2.32803
C -4.68224 -1.74027 1.55884
H 0.92144 -3.25583 -1.70765
H -0.23203 -3.15254 -3.04909
H 1.35004 -2.37923 -3.17798
H -0.30468 -0.64843 -2.74497
H 1.37143 -1.08136 -0.36556
H 3.65831 -0.56161 -0.82258
H 5.47916 0.23529 0.61866
H 5.31684 2.43525 1.72059
H 4.08468 4.48999 2.15551
H 2.09837 5.90493 1.80503
H 0.26523 5.12382 0.35502
H 0.40350 2.94158 -0.75708
H -1.63996 0.60490 -1.03716
H -3.58327 0.44067 0.45963
H -1.14189 -3.62632 -0.79914
H -3.04186 -4.92750 0.02723
H -2.46416 -4.46416 1.62472
H -4.76780 -5.16791 1.86965
H -5.29316 -4.12859 0.54080
H -5.75227 -3.12162 2.82044
H -4.00824 -3.08684 3.10010
H -4.66991 -0.89469 2.25087
H -5.57038 -1.62671 0.92750

Structure (SMILES) = C[C@H](NC(=O)c1cccc2ccccc12)c1ccc2c(c1)CCCC2
Kohn-Sham gap = 8.77 eV
Spin multiplicity = 1

Density functional theory data (ωB97M-V/def2-TZVPD) for C22H46B3Cl22IO3S as an isolated structure at a distorted geometry.

Cartesian coordinates (Å):
S 0.03524 0.82446 2.95509
B -1.49826 1.58263 3.60603
O -2.77322 1.01799 3.41973
B -3.50556 1.96675 2.69322
O -3.32893 3.35964 2.83227
B -2.10126 3.70977 3.39848
I -1.12039 5.55712 2.82814
O -1.49958 2.82700 4.30310
H 0.65810 1.79075 2.21622
H -4.32088 1.57142 1.93398
Cl 1.79091 2.13429 0.20054
C 2.53734 1.02357 -0.98425
C 1.92279 -0.35422 -0.95803
Cl 2.29913 -1.23546 0.54561
H 3.60432 0.98877 -0.77775
H 2.39151 1.47073 -1.96631
H 2.32358 -0.94676 -1.78026
H 0.84085 -0.31298 -1.06115
Cl -2.40514 2.11286 -1.36116
C -3.94156 2.23359 -2.25677
C -4.93564 3.05337 -1.48102
Cl -5.46722 2.19549 -0.01090
H -4.31018 1.23090 -2.45696
H -3.72071 2.71192 -3.20989
H -5.82701 3.24883 -2.07601
H -4.50374 4.00752 -1.18765
Cl 0.14094 1.01467 -2.91822
C 1.23968 0.07976 -3.96441
C 1.00490 -1.40237 -3.82682
Cl 1.48939 -1.99055 -2.21570
H 2.26203 0.34478 -3.70120
H 1.05936 0.39723 -4.98901
H 1.60450 -1.94270 -4.55458
H -0.04108 -1.66060 -3.98451
Cl -3.85338 -1.11298 -4.85974
C -5.54723 -1.36486 -4.36714
C -6.50208 -0.49794 -5.15151
Cl -6.31062 1.22848 -4.75508
H -5.61859 -1.16905 -3.29930
H -5.77747 -2.41494 -4.54102
H -7.52872 -0.76913 -4.90972
H -6.35970 -0.61378 -6.22324
Cl -8.74906 4.77064 4.61119
C -7.27588 4.25694 3.74863
C -6.07797 5.09866 4.11228
Cl -6.21639 6.76746 3.50444
H -7.47982 4.29731 2.68113
H -7.09210 3.21949 4.02552
H -5.18349 4.67188 3.66292
H -5.93487 5.14428 5.18981
Cl 2.75705 -1.14194 -6.54366
C 4.45083 -1.69139 -6.59170
C 5.03342 -1.75942 -5.20045
Cl 5.22779 -0.14920 -4.46376
H 5.00778 -1.01739 -7.23808
H 4.45751 -2.68206 -7.04410
H 6.02125 -2.21673 -5.23478
H 4.40434 -2.35233 -4.53838
Cl 4.17148 -7.26138 -0.87221
C 3.42873 -5.87430 -0.03308
C 2.78146 -4.90744 -0.99177
Cl 3.97814 -4.04586 -1.99653
H 4.19958 -5.38928 0.56146
H 2.67404 -6.27814 0.64078
H 2.23317 -4.14989 -0.43332
H 2.08496 -5.41166 -1.65740
Cl 5.74744 3.41554 -1.52578
C 6.69028 2.45406 -0.35695
C 7.26585 1.20874 -0.98446
Cl 6.00280 0.02894 -1.40963
H 6.04206 2.21305 0.48277
H 7.49655 3.09231 0.00158
H 7.93619 0.71840 -0.27967
H 7.82690 1.44098 -1.88725
Cl -0.10612 -3.07262 2.63372
C -0.01712 -2.59038 4.34874
C 0.98056 -1.48073 4.57506
Cl 2.65720 -2.02761 4.32211
H 0.22918 -3.47320 4.93463
H -1.01266 -2.25330 4.63477
H 0.91208 -1.13024 5.60420
H 0.79720 -0.63775 3.91143
Cl -0.48033 -7.40795 0.43178
C -1.25441 -6.06399 1.31446
C -1.95752 -5.10462 0.38374
Cl -0.81387 -4.19322 -0.63584
H -0.49054 -5.56434 1.89767
H -1.97644 -6.50690 1.99959
H -2.52192 -4.37293 0.96044
H -2.64643 -5.63031 -0.27384
Cl 2.89781 1.57627 4.92208
C 2.55568 2.99622 5.94148
C 2.11955 4.18752 5.12414
Cl 3.44237 4.84009 4.12395
H 3.44691 3.21415 6.52563
H 1.75657 2.71194 6.62496
H 1.79733 4.98952 5.78706
H 1.29220 3.93450 4.46448

Kohn-Sham gap = 8.02 eV
Spin multiplicity = 1

Density functional theory data (ωB97M-V/def2-TZVPD) for a 2-piece molecular cluster, C4H11N2O overall at a distorted geometry.

Cartesian coordinates (Å):
C -0.58286 0.06603 1.21695
C -2.56079 -1.11015 2.00003
N -2.00642 -0.03720 1.61319
H -0.22808 1.03569 1.55283
H -0.58317 0.04957 0.13960
H -0.04821 -0.74080 1.70661
H -1.93602 -1.97957 2.17384
H -3.62732 -1.19004 2.15246
H -2.58767 0.77401 1.40891
C 1.62202 -0.62685 -0.87168
C 1.37538 0.77024 -1.40461
N 1.95442 1.06040 -2.70166
O 0.70414 1.60305 -0.83357
H 2.43480 -1.09012 -1.41950
H 0.69808 -1.19259 -0.98305
H 1.89331 -0.55126 0.18179
H 1.15812 1.15445 -3.32924
H 2.32028 2.00515 -2.60289

Kohn-Sham gap = 7.76 eV
Spin multiplicity = 1
ΔE to the lowest compared entry with this formula, charge and spin = 238.47 kJ/mol
Charge = +1